[1]
50
Properties=species:S:1:pos:R:3 method="wB97M-V/def2-TZVPD" energy_ha=-4104.19712 e_above_lowest_kj_mol=165.0 e_homo_ev=-10.9445 orbital_gap_ev=10.8 smiles="C[N+](=O)[O-].C[N+](=O)[O-].C[N+](=O)[O-].C[N+](=O)[O-].C[N+](=O)[O-].ClCCl.ClCCl.ClCCl"
C 2.961 6.359 -2.323
N 3.819 6.148 -3.530
O 4.071 4.994 -3.672
O 4.131 7.023 -4.327
H 1.938 6.326 -2.699
H 3.198 7.315 -1.857
H 3.029 5.615 -1.529
C -2.226 4.097 -2.786
N -2.052 5.443 -2.121
O -1.475 5.498 -1.075
O -2.448 6.359 -2.734
H -1.251 3.910 -3.238
H -3.048 4.150 -3.499
H -2.486 3.368 -2.019
C 3.000 -6.103 1.226
N 3.874 -4.935 0.892
O 5.063 -5.109 1.033
O 3.285 -3.910 0.568
H 2.676 -6.299 0.204
H 2.230 -5.723 1.898
H 3.622 -6.879 1.673
C -2.397 1.646 6.088
N -2.776 0.414 6.870
O -3.830 0.390 7.540
O -2.011 -0.541 6.802
H -1.520 2.124 6.524
H -3.183 2.395 6.187
H -2.181 1.223 5.107
C -5.066 -4.231 -0.409
N -3.900 -4.468 -1.253
O -3.267 -5.481 -1.061
O -3.687 -3.612 -2.041
H -4.809 -3.741 0.529
H -5.708 -5.095 -0.235
H -5.744 -3.517 -0.876
C 0.219 -0.420 -0.098
Cl -1.285 0.183 0.615
Cl 1.344 0.957 -0.432
H 0.751 -0.973 0.675
H -0.129 -0.893 -1.017
C 2.405 -1.880 5.493
Cl 3.052 -3.520 5.886
Cl 3.757 -0.671 5.434
H 1.777 -1.865 4.602
H 1.851 -1.619 6.395
C 0.986 -0.950 -7.497
Cl 0.147 0.000 -8.739
Cl 0.501 -0.607 -5.904
H 0.724 -1.992 -7.679
H 2.070 -0.900 -7.591

[2]
18
Properties=species:S:1:pos:R:3 method="wB97M-V/def2-TZVPD" energy_ha=-347.49413 e_above_lowest_kj_mol=62.8 e_homo_ev="-10.5446 / -10.5589" orbital_gap_ev="11.4 / 7.6" spin_multiplicity=2
C -2.436 1.651 -0.829
C -1.341 1.089 0.024
H -2.466 2.748 -0.810
H -2.506 1.210 -1.850
H -3.425 1.440 -0.415
H -0.598 1.792 0.454
H -0.712 0.419 -0.570
H -1.769 0.589 0.882
C 1.599 -1.233 -0.308
C 0.807 -1.991 0.773
C 2.502 0.075 0.252
O 1.640 0.907 0.621
O 3.700 0.051 0.252
H 2.436 -1.740 -0.747
H 0.854 -0.801 -0.966
H 0.347 -1.201 1.392
H 1.439 -2.545 1.457
H -0.070 -2.459 0.387

[3]
22
Properties=species:S:1:pos:R:3 method="wB97M-V/def2-TZVPD" energy_ha=-379.75381 e_above_lowest_kj_mol=210.1 e_homo_ev=-8.4136 orbital_gap_ev=9.4 smiles=CNC(C)(NC)NN
C 0.410 -1.414 1.514
C -2.257 0.186 -0.823
N -0.399 -0.471 0.764
H -0.691 0.298 1.381
H -0.172 -1.791 2.358
H 1.333 -0.977 1.921
H 0.681 -2.256 0.878
H -2.966 0.966 -1.092
H -2.220 -0.552 -1.622
H -2.640 -0.273 0.095
C 0.594 -0.920 -1.457
N 1.374 0.982 -0.169
C 0.194 0.160 -0.453
N 1.135 1.938 0.862
N -0.833 0.993 -1.006
H 2.182 0.395 0.023
H 1.607 2.798 0.610
H 1.489 1.630 1.766
H -0.878 1.843 -0.430
H 1.528 -1.408 -1.180
H -0.175 -1.682 -1.512
H 0.703 -0.445 -2.429

[4]
9
Properties=species:S:1:pos:R:3 method="wB97M-V/def2-TZVPD" energy_ha=-982.88107 e_above_lowest_kj_mol=0.0 e_homo_ev=-9.0827 orbital_gap_ev=9.2 smiles=Clc1cn[nH]c1I
C -1.211 0.597 -0.034
C 0.156 0.971 -0.054
C 0.826 -0.242 0.034
N -1.372 -0.700 0.010
N -0.097 -1.255 -0.054
Cl 0.990 2.425 -0.011
I 2.878 -0.777 -0.021
H -2.042 1.186 -0.069
H -0.127 -2.205 0.199

[5]
78
Properties=species:S:1:pos:R:3 method="wB97M-V/def2-TZVPD" energy_ha=-2038.39192 e_above_lowest_kj_mol=0.0 e_homo_ev="-10.4336 / -14.3829" charge=+2 orbital_gap_ev="5.4 / 6.1" spin_multiplicity=6
Ir -0.191 0.189 1.171
O -4.394 -3.029 -0.500
C -3.233 -3.198 -0.759
O -2.458 0.489 1.667
C -2.322 -4.187 -1.386
C -2.063 -5.528 -0.581
C -1.362 -6.413 -1.556
C 0.047 -5.750 -1.587
C -0.104 -4.547 -0.606
O -1.067 -5.025 0.375
C -0.905 -3.505 -1.351
C -1.116 -2.265 -0.528
O -2.400 -2.067 -0.279
O -0.269 -1.430 -0.160
H -2.614 -4.420 -2.433
H -2.982 -5.903 -0.108
H -1.393 -7.469 -1.254
H -1.812 -6.368 -2.555
H 0.829 -6.366 -1.160
H 0.409 -5.417 -2.594
H 0.841 -4.385 -0.050
H -0.374 -3.241 -2.287
C -0.094 3.442 4.185
C 0.140 2.076 3.644
O -0.507 1.717 2.607
N 1.180 1.328 4.118
C 1.021 -0.162 3.941
C 1.896 -0.748 2.865
C 3.115 -1.224 3.202
C 4.107 -1.366 2.228
C 3.792 -1.318 0.842
C 2.477 -0.899 0.601
N 1.581 -0.627 1.553
H 0.784 3.834 4.751
H -1.029 3.406 4.796
H -0.373 4.115 3.317
H 1.751 1.727 4.838
H -0.055 -0.335 3.779
H 1.276 -0.623 4.865
H 3.379 -1.487 4.183
H 5.125 -1.500 2.505
H 4.441 -1.882 0.111
H 1.987 -0.945 -0.392
N -3.655 0.275 0.882
H -4.405 0.282 1.571
H -2.538 1.462 1.836
H -3.540 -0.680 0.558
C 0.904 -0.118 -2.770
C 0.782 1.361 -2.480
C 0.080 1.991 -3.701
P 0.123 1.931 -0.810
C -1.468 2.911 -0.816
C -1.489 4.401 -1.246
C -2.582 2.062 -1.453
C 1.333 3.288 -0.281
C 1.861 4.269 -1.356
C 2.595 2.730 0.453
H 1.566 -0.238 -3.666
H -0.066 -0.595 -2.866
H 1.425 -0.618 -1.966
H 1.768 1.833 -2.549
H 0.576 1.709 -4.655
H 0.054 3.100 -3.693
H -0.968 1.690 -3.812
H -1.766 2.872 0.263
H -1.164 4.587 -2.305
H -0.919 5.073 -0.573
H -2.563 4.758 -1.161
H -2.911 2.505 -2.367
H -3.435 1.967 -0.797
H -2.277 1.059 -1.664
H 0.766 3.847 0.469
H 3.000 4.260 -1.468
H 1.708 5.318 -1.030
H 1.366 4.237 -2.320
H 2.949 1.902 -0.201
H 2.461 2.365 1.505
H 3.362 3.507 0.447

[6]
120
Properties=species:S:1:pos:R:3 method="wB97M-V/def2-TZVPD" energy_ha=-3148.97006 e_above_lowest_kj_mol=63.9 e_homo_ev=-9.0969 orbital_gap_ev=9.5 smiles="Fc1ccccc1.Fc1ccccc1.Fc1ccccc1.Fc1ccccc1.Fc1ccccc1.Fc1ccccc1.Fc1ccccc1.Fc1ccccc1.CNC(C)=O.CNC(C)=O"
C 0.531 -22.490 -3.603
C 0.822 -21.292 -4.522
O 1.470 -20.328 -4.168
N 0.469 -21.513 -5.832
C 0.481 -20.396 -6.752
H 1.446 -23.150 -3.583
H -0.251 -23.209 -3.984
H 0.371 -22.063 -2.607
H -0.242 -22.220 -5.937
H 1.502 -20.197 -7.119
H 0.044 -19.507 -6.324
H -0.118 -20.723 -7.604
C 1.118 -17.483 -1.931
C 1.826 -16.606 -3.004
O 1.931 -15.434 -2.842
N 2.222 -17.297 -4.130
C 2.577 -16.516 -5.282
H 1.599 -18.440 -1.731
H 0.175 -17.708 -2.439
H 1.018 -16.898 -1.058
H 2.090 -18.282 -4.303
H 3.599 -16.144 -5.246
H 1.807 -15.697 -5.384
H 2.566 -17.149 -6.175
F 6.332 -15.511 -5.401
C 6.579 -16.349 -6.423
C 7.254 -17.540 -6.154
C 7.715 -18.245 -7.237
C 7.325 -17.898 -8.537
C 6.536 -16.829 -8.733
C 6.111 -15.990 -7.657
H 7.457 -17.897 -5.130
H 8.301 -19.077 -7.052
H 7.618 -18.574 -9.333
H 6.093 -16.558 -9.694
H 5.402 -15.154 -7.760
F 7.564 -22.513 -10.894
C 7.063 -21.407 -11.420
C 7.738 -20.227 -11.243
C 7.308 -19.050 -11.781
C 6.159 -19.082 -12.546
C 5.479 -20.267 -12.767
C 5.893 -21.494 -12.173
H 8.556 -20.314 -10.525
H 7.753 -18.168 -11.324
H 5.702 -18.171 -13.004
H 4.483 -20.410 -13.179
H 5.254 -22.379 -12.129
F 8.900 -28.788 -8.854
C 8.717 -27.492 -8.802
C 7.792 -26.955 -7.977
C 7.530 -25.610 -7.877
C 8.274 -24.755 -8.678
C 9.254 -25.314 -9.490
C 9.462 -26.665 -9.590
H 7.271 -27.684 -7.322
H 6.701 -25.337 -7.264
H 8.117 -23.707 -8.742
H 9.812 -24.622 -10.183
H 10.260 -27.094 -10.220
F 0.290 -25.624 -9.483
C 1.004 -25.936 -8.380
C 1.267 -24.965 -7.453
C 1.897 -25.343 -6.285
C 2.392 -26.619 -6.081
C 2.161 -27.582 -7.060
C 1.410 -27.241 -8.168
H 0.934 -24.000 -7.594
H 2.131 -24.548 -5.542
H 2.993 -26.841 -5.219
H 2.645 -28.549 -6.930
H 1.308 -27.955 -8.970
F 6.509 -26.721 -13.181
C 5.787 -26.137 -12.240
C 4.842 -25.197 -12.682
C 3.954 -24.748 -11.708
C 4.089 -25.147 -10.378
C 5.083 -25.983 -10.024
C 5.927 -26.478 -10.944
H 4.802 -25.013 -13.762
H 3.193 -24.028 -11.955
H 3.403 -24.807 -9.625
H 4.943 -26.314 -9.010
H 6.737 -27.199 -10.693
F 4.342 -23.103 -3.499
C 4.850 -21.875 -3.321
C 6.111 -21.673 -3.808
C 6.627 -20.380 -3.541
C 5.844 -19.423 -2.969
C 4.546 -19.710 -2.531
C 4.042 -20.985 -2.642
H 6.648 -22.447 -4.361
H 7.649 -20.138 -3.755
H 6.257 -18.407 -2.856
H 3.969 -18.961 -2.063
H 3.134 -21.318 -2.206
F 2.303 -20.336 -10.462
C 1.085 -20.827 -10.470
C 0.907 -22.135 -9.974
C -0.417 -22.648 -10.015
C -1.479 -21.785 -10.347
C -1.258 -20.481 -10.745
C 0.041 -19.979 -10.862
H 1.752 -22.730 -9.573
H -0.645 -23.648 -9.722
H -2.495 -22.113 -10.480
H -2.129 -19.853 -10.861
H 0.113 -18.922 -11.159
F 4.286 -18.744 -7.821
C 4.310 -20.057 -7.819
C 3.960 -20.791 -6.709
C 3.990 -22.189 -6.726
C 4.490 -22.829 -7.875
C 4.772 -22.046 -8.985
C 4.774 -20.673 -8.985
H 3.597 -20.272 -5.846
H 3.644 -22.688 -5.823
H 4.500 -23.941 -7.932
H 5.140 -22.591 -9.853
H 5.169 -20.029 -9.756